[1]
An isolated ion of composition C20H22F3OSi and charge +1 at a distorted geometry, computed with ωB97M-V with the def2-TZVPD basis set.

## Properties
E_tot   -1439.3743 a.u.
LUMO   -4.88 eV
2S+1   1
Charge   +1

Last column: Löwdin charge in e.
Geometry (Å):
C (0.1170, 4.2689, 0.9702)  -0.136
Si (0.1697, 3.5263, -0.7108)  0.558
C (-1.4806, 3.4596, -1.5349)  -0.147
C (1.5335, 4.1764, -1.7696)  -0.147
O (0.6507, 1.7579, -0.4560)  -0.004
C (0.3456, 0.7490, -1.1668)  0.006
C (0.6426, -0.6705, -0.7177)  -0.217
C (1.2733, -1.3281, -1.9604)  -0.111
C (2.2710, -2.1953, -1.8125)  0.066
H (-0.1226, 5.3388, 0.8685)  0.061
H (-0.6356, 3.8442, 1.6369)  0.030
H (1.0754, 4.2123, 1.4892)  0.054
H (-1.7752, 4.4855, -1.8231)  0.063
H (-1.4764, 2.8573, -2.4526)  0.041
H (-2.2788, 3.0684, -0.8874)  0.042
H (1.3403, 5.2176, -2.0567)  0.057
H (2.4962, 4.1587, -1.2459)  0.053
H (1.6555, 3.6016, -2.6932)  0.046
H (-0.0448, 0.9537, -2.2007)  0.167
H (1.3419, -0.6563, 0.1348)  0.160
H (1.0191, -0.9327, -2.9368)  0.108
H (2.5394, -2.8994, -2.5956)  0.085
H (2.7633, -2.3395, -0.8600)  0.081
F (2.2227, -4.6698, 2.2755)  0.052
C (1.2536, -4.4890, 1.3107)  -0.212
C (1.2347, -5.3468, 0.2146)  0.070
C (0.2983, -5.0620, -0.7654)  -0.246
F (0.2383, -5.8901, -1.8461)  0.065
C (-0.4912, -3.9103, -0.7438)  0.037
C (-0.2203, -2.9322, 0.2446)  -0.154
C (-0.5523, -1.4364, -0.0974)  -0.153
C (-1.2037, -0.5894, 1.0437)  -0.181
C (-2.4175, 0.0834, 0.8592)  -0.031
C (-2.7311, 1.1512, 1.7040)  -0.066
C (-1.9272, 1.4862, 2.7805)  -0.024
C (-0.8359, 0.6857, 3.0111)  -0.202
F (0.0535, 1.0524, 4.0259)  0.031
C (-0.4452, -0.3847, 2.1824)  0.034
C (0.4437, -3.3433, 1.4016)  0.039
H (1.8912, -6.1944, 0.1627)  0.135
H (-1.1468, -3.7003, -1.5942)  0.133
H (-1.3011, -1.4780, -0.9499)  0.155
H (-3.0361, -0.1487, -0.0042)  0.119
H (-3.5912, 1.7709, 1.4532)  0.117
H (-2.1544, 2.3051, 3.4354)  0.125
H (0.5256, -0.8769, 2.3591)  0.126
H (0.4721, -2.7368, 2.3177)  0.113


[2]
One molecule with the formula C20H22FN5O2 at a distorted geometry, computed with ωB97M-V with the def2-TZVPD basis set.

## Properties
SMILES string   Cc1nonc1CC(=O)N[C@@H]1CC(C)(C)Cc2c1cnn2-c1ccc(F)cc1
E_tot   -1299.4231 a.u.
LUMO   0.59 eV
2S+1   1
Charge   0

Last column: Löwdin charge in e.
Geometry (Å):
C (6.6864, -0.2838, 0.0096)  -0.014
C (5.6311, -0.3110, 1.0425)  -0.282
N (5.5944, 0.4617, 2.0901)  0.118
O (4.4858, 0.1524, 2.7768)  -0.066
N (3.7973, -0.8289, 2.1678)  0.116
C (4.4678, -1.1539, 1.0952)  -0.247
C (4.0051, -2.1453, 0.1013)  -0.024
C (3.0052, -1.4384, -0.8339)  -0.487
O (3.2347, -1.2455, -2.0062)  0.071
N (1.8864, -1.0619, -0.1962)  0.114
C (0.8273, -0.2972, -0.8283)  -0.244
C (0.8556, 1.1605, -0.3419)  -0.079
C (-0.4325, 1.9357, -0.6638)  -0.542
C (-0.7252, 1.9095, -2.1652)  -0.029
C (-0.2624, 3.3879, -0.2112)  -0.049
C (-1.6075, 1.3031, 0.1096)  -0.081
C (-1.5923, -0.1688, -0.0872)  -0.141
C (-0.5046, -0.8950, -0.5255)  -0.119
C (-0.9695, -2.2171, -0.6335)  -0.070
N (-2.2373, -2.2920, -0.2991)  0.089
N (-2.6216, -1.0508, 0.0386)  -0.045
C (-3.9525, -0.8341, 0.4108)  -0.180
C (-4.3162, 0.1702, 1.3024)  -0.008
C (-5.6459, 0.3482, 1.6384)  -0.002
C (-6.5974, -0.4910, 1.0889)  -0.279
F (-7.8934, -0.3137, 1.4159)  0.058
C (-6.2538, -1.5129, 0.2205)  0.002
C (-4.9265, -1.6802, -0.1175)  -0.002
H (6.2342, -0.1662, -0.9742)  0.089
H (7.2418, -1.2210, 0.0196)  0.090
H (7.3685, 0.5385, 0.2024)  0.085
H (4.8392, -2.5133, -0.4945)  0.126
H (3.5012, -2.9747, 0.5977)  0.130
H (1.8227, -1.2024, 0.8024)  0.138
H (1.0358, -0.3453, -1.9041)  0.154
H (0.9993, 1.1569, 0.7425)  0.132
H (1.7114, 1.6684, -0.7894)  0.132
H (-1.5527, 2.5768, -2.3973)  0.088
H (-0.9921, 0.9096, -2.4963)  0.087
H (0.1458, 2.2381, -2.7266)  0.092
H (0.5205, 3.8749, -0.7871)  0.086
H (0.0077, 3.4377, 0.8415)  0.085
H (-1.1872, 3.9423, -0.3554)  0.086
H (-1.4953, 1.5417, 1.1726)  0.127
H (-2.5536, 1.7291, -0.2340)  0.131
H (-0.4326, -3.0929, -0.9382)  0.111
H (-3.5693, 0.7990, 1.7563)  0.105
H (-5.9466, 1.1217, 2.3269)  0.120
H (-7.0195, -2.1574, -0.1802)  0.120
H (-4.6173, -2.4690, -0.7838)  0.109


[3]
C20H22FeO5S as an isolated structure at a distorted geometry, computed with ωB97M-V with the def2-TZVPD basis set.

## Properties
⟨S²⟩   6.125
E_tot   -2813.1248 a.u.
LUMO (spin up / spin down)   0.61 / -2.33 eV
2S+1   5
Charge   0

Last column: Mulliken spin population.
Geometry (Å):
C (-1.6628, -0.5898, -1.6319)  0.035
C (-2.2791, -0.2990, -0.3121)  0.514
C (-1.6317, -0.3850, 0.9324)  -0.294
Fe (-2.2646, -2.3482, 1.1557)  2.399
C (-0.5166, -2.6777, 1.6270)  0.054
O (0.6292, -2.8140, 1.7471)  -0.028
C (-1.7686, -3.4342, -0.2889)  0.001
O (-1.4547, -4.1634, -1.1372)  -0.020
C (-3.0282, -2.1750, 3.0095)  0.079
C (-2.6814, -3.5315, 2.6730)  0.036
C (-3.4318, -3.9008, 1.5052)  0.029
C (-4.2439, -2.7717, 1.1295)  0.127
C (-3.9805, -1.7094, 2.0450)  0.042
H (-1.5646, 0.2872, -2.2937)  0.004
H (-0.6758, -1.0752, -1.5589)  -0.007
H (-2.3350, -1.3002, -2.1347)  0.019
H (-3.3273, 0.0198, -0.3930)  -0.024
H (-0.5238, -0.3302, 0.9429)  0.023
H (-2.0591, 0.1018, 1.8354)  -0.007
H (-2.6885, -1.6395, 3.8841)  0.004
H (-2.0622, -4.1977, 3.2515)  -0.003
H (-3.4915, -4.8955, 1.0882)  -0.005
H (-4.9756, -2.7572, 0.3335)  0.019
H (-4.4859, -0.7546, 2.0558)  0.005
C (-0.2609, 4.7314, 2.0007)  0.000
C (-0.2237, 3.3046, 1.5023)  0.002
O (0.3617, 3.2528, 0.1774)  0.008
C (0.7648, 2.0091, -0.2320)  0.054
C (0.5617, 1.8406, -1.6629)  0.547
S (1.3791, 0.6155, -2.4852)  0.092
C (3.1839, 0.6542, -2.2511)  0.132
C (3.7541, -0.0575, -1.1905)  -0.002
C (5.1458, -0.1746, -1.0860)  0.007
C (5.9699, 0.4582, -2.0207)  -0.008
C (5.4078, 1.2050, -3.0545)  0.011
C (4.0145, 1.2988, -3.1797)  -0.005
O (1.2521, 0.8184, -3.9470)  0.043
O (1.1960, 1.1490, 0.5377)  0.113
H (-0.9936, 4.7727, 2.8099)  0.000
H (0.7135, 4.9997, 2.4222)  0.000
H (-0.5285, 5.4669, 1.2361)  0.000
H (0.3633, 2.6986, 2.2017)  -0.001
H (-1.2369, 2.8862, 1.4129)  0.003
H (0.3340, 2.7460, -2.2207)  0.005
H (3.1040, -0.5244, -0.4526)  -0.002
H (5.5689, -0.7610, -0.2718)  0.000
H (7.0568, 0.3695, -1.9304)  0.000
H (6.0381, 1.7199, -3.7833)  0.000
H (3.5775, 1.8618, -3.9980)  -0.001


[4]
One molecule with the formula C20H22N2O4S at a distorted geometry, computed with ωB97M-V with the def2-TZVPD basis set.

## Properties
SMILES string   COC[C@H](C)n1c(C)cc(C(=O)COC(=O)c2ccc3ncsc3c2)c1C
E_tot   -1584.0015 a.u.
LUMO   0.07 eV
2S+1   1
Charge   0

Last column: Löwdin charge in e.
Geometry (Å):
C (-4.0064, -4.0305, -0.8273)  -0.109
O (-3.7821, -2.9973, 0.0971)  -0.183
C (-3.2831, -1.8211, -0.4990)  -0.193
C (-3.1366, -0.7812, 0.6201)  -0.278
C (-4.4677, -0.1027, 0.9447)  -0.012
N (-2.0918, 0.1888, 0.3651)  0.021
C (-1.1361, 0.5188, 1.3070)  -0.255
C (-1.0481, -0.1225, 2.6469)  -0.024
C (-0.3375, 1.4907, 0.7889)  0.028
C (-0.8152, 1.7888, -0.5191)  -0.104
C (-0.2859, 2.7708, -1.4355)  -0.319
O (-0.8379, 3.1520, -2.4509)  0.076
C (1.0763, 3.3670, -1.0580)  -0.066
O (2.0440, 2.3355, -0.9030)  0.009
C (2.7948, 2.3391, 0.2015)  -0.461
O (2.7116, 3.1693, 1.0754)  0.106
C (3.7437, 1.1983, 0.2350)  -0.116
C (4.6880, 1.1607, 1.2711)  -0.005
C (5.6016, 0.1377, 1.3670)  0.005
C (5.5751, -0.8766, 0.4114)  -0.318
N (6.4069, -1.9561, 0.3609)  0.043
C (6.1386, -2.7119, -0.6281)  -0.442
S (4.8150, -2.2186, -1.6602)  1.036
C (4.6133, -0.8334, -0.6280)  -0.459
C (3.6970, 0.1961, -0.7250)  -0.011
C (-1.9176, 0.9615, -0.7376)  -0.179
C (-2.7374, 0.8879, -1.9739)  0.003
H (-4.3858, -4.8775, -0.2599)  0.090
H (-3.0781, -4.3172, -1.3367)  0.090
H (-4.7452, -3.7355, -1.5828)  0.090
H (-3.9742, -1.4809, -1.2820)  0.121
H (-2.3015, -2.0184, -0.9590)  0.139
H (-2.8299, -1.3562, 1.4988)  0.136
H (-4.8295, 0.4847, 0.1055)  0.071
H (-5.2035, -0.8653, 1.1835)  0.087
H (-4.3525, 0.5582, 1.8004)  0.084
H (-0.8524, -1.1925, 2.5665)  0.084
H (-1.9641, 0.0188, 3.2206)  0.081
H (-0.2274, 0.3319, 3.1952)  0.085
H (0.4748, 1.9609, 1.3038)  0.108
H (1.4032, 4.0269, -1.8679)  0.141
H (0.9989, 3.9404, -0.1266)  0.135
H (4.6772, 1.9637, 1.9921)  0.119
H (6.3343, 0.1001, 2.1566)  0.116
H (6.6764, -3.6132, -0.8496)  0.071
H (2.9661, 0.2266, -1.5164)  0.123
H (-3.8023, 0.8956, -1.7550)  0.074
H (-2.5077, -0.0128, -2.5433)  0.088
H (-2.4994, 1.7504, -2.5902)  0.074


[5]
One molecule with the formula C20H22N2O5 at a distorted geometry, computed with ωB97M-V with the def2-TZVPD basis set.

## Properties
SMILES string   CCCc1cc(-c2n[nH]c(C)c2-c2ccc(C(=O)OCC)o2)c(O)cc1O
E_tot   -1261.0609 a.u.
LUMO   0.56 eV
2S+1   1
Charge   0

Last column: Löwdin charge in e.
Geometry (Å):
C (2.5521, 3.3807, -1.1424)  -0.100
C (1.9284, 3.2042, 0.2357)  -0.244
C (2.8571, 2.4437, 1.1902)  -0.151
C (3.1744, 1.0639, 0.6856)  -0.177
C (2.2014, 0.0845, 0.6416)  0.012
C (2.4454, -1.1988, 0.1574)  -0.095
C (1.3806, -2.1874, 0.0776)  -0.161
N (1.6375, -3.4838, 0.2136)  0.073
N (0.4631, -4.1166, 0.1372)  0.045
C (-0.5684, -3.2728, -0.0525)  -0.219
C (-1.9730, -3.7298, -0.1630)  -0.002
C (-0.0186, -1.9960, -0.1192)  -0.035
C (-0.7506, -0.7997, -0.4485)  -0.197
C (-0.3655, 0.3533, -1.1014)  -0.001
C (-1.5184, 1.1418, -1.2176)  0.037
C (-2.5404, 0.4239, -0.6369)  -0.162
C (-3.9492, 0.7655, -0.4903)  -0.438
O (-4.4332, 1.8079, -0.8667)  0.115
O (-4.6440, -0.2235, 0.0964)  0.005
C (-6.0337, 0.0137, 0.3075)  -0.218
C (-6.2763, 0.8281, 1.5707)  -0.061
O (-2.0672, -0.7580, -0.1768)  0.109
C (3.7536, -1.5286, -0.2335)  -0.262
O (4.1033, -2.7661, -0.6405)  0.064
C (4.7341, -0.5447, -0.2161)  0.056
C (4.4561, 0.7399, 0.2241)  -0.264
O (5.4238, 1.6969, 0.2409)  0.062
H (1.8891, 3.9469, -1.7929)  0.068
H (3.4984, 3.9110, -1.0648)  0.075
H (2.7429, 2.4127, -1.6009)  0.069
H (1.7118, 4.1850, 0.6648)  0.106
H (0.9832, 2.6655, 0.1417)  0.088
H (2.3739, 2.3681, 2.1675)  0.118
H (3.7871, 2.9999, 1.3064)  0.110
H (1.2166, 0.3175, 1.0157)  0.128
H (0.4281, -5.1195, 0.2317)  0.166
H (-2.4703, -3.2202, -0.9857)  0.089
H (-2.0157, -4.8048, -0.3253)  0.081
H (-2.5213, -3.4869, 0.7469)  0.094
H (0.6177, 0.5839, -1.4554)  0.114
H (-1.6099, 2.1088, -1.6675)  0.124
H (-6.4813, -0.9795, 0.3863)  0.122
H (-6.4401, 0.5398, -0.5629)  0.122
H (-7.3445, 0.9328, 1.7375)  0.077
H (-5.8275, 0.3340, 2.4292)  0.078
H (-5.8377, 1.8169, 1.4618)  0.076
H (3.3492, -3.3639, -0.4752)  0.068
H (5.7295, -0.8118, -0.5420)  0.126
H (6.2484, 1.3216, -0.0900)  0.111


Question: What is the E_tot in the first record?
Answer: -1439.3743 a.u.


Copy entry 2 word for word.
One molecule with the formula C20H22FN5O2 at a distorted geometry, computed with ωB97M-V with the def2-TZVPD basis set.

## Properties
SMILES string   Cc1nonc1CC(=O)N[C@@H]1CC(C)(C)Cc2c1cnn2-c1ccc(F)cc1
E_tot   -1299.4231 a.u.
LUMO   0.59 eV
2S+1   1
Charge   0

Last column: Löwdin charge in e.
Geometry (Å):
C (6.6864, -0.2838, 0.0096)  -0.014
C (5.6311, -0.3110, 1.0425)  -0.282
N (5.5944, 0.4617, 2.0901)  0.118
O (4.4858, 0.1524, 2.7768)  -0.066
N (3.7973, -0.8289, 2.1678)  0.116
C (4.4678, -1.1539, 1.0952)  -0.247
C (4.0051, -2.1453, 0.1013)  -0.024
C (3.0052, -1.4384, -0.8339)  -0.487
O (3.2347, -1.2455, -2.0062)  0.071
N (1.8864, -1.0619, -0.1962)  0.114
C (0.8273, -0.2972, -0.8283)  -0.244
C (0.8556, 1.1605, -0.3419)  -0.079
C (-0.4325, 1.9357, -0.6638)  -0.542
C (-0.7252, 1.9095, -2.1652)  -0.029
C (-0.2624, 3.3879, -0.2112)  -0.049
C (-1.6075, 1.3031, 0.1096)  -0.081
C (-1.5923, -0.1688, -0.0872)  -0.141
C (-0.5046, -0.8950, -0.5255)  -0.119
C (-0.9695, -2.2171, -0.6335)  -0.070
N (-2.2373, -2.2920, -0.2991)  0.089
N (-2.6216, -1.0508, 0.0386)  -0.045
C (-3.9525, -0.8341, 0.4108)  -0.180
C (-4.3162, 0.1702, 1.3024)  -0.008
C (-5.6459, 0.3482, 1.6384)  -0.002
C (-6.5974, -0.4910, 1.0889)  -0.279
F (-7.8934, -0.3137, 1.4159)  0.058
C (-6.2538, -1.5129, 0.2205)  0.002
C (-4.9265, -1.6802, -0.1175)  -0.002
H (6.2342, -0.1662, -0.9742)  0.089
H (7.2418, -1.2210, 0.0196)  0.090
H (7.3685, 0.5385, 0.2024)  0.085
H (4.8392, -2.5133, -0.4945)  0.126
H (3.5012, -2.9747, 0.5977)  0.130
H (1.8227, -1.2024, 0.8024)  0.138
H (1.0358, -0.3453, -1.9041)  0.154
H (0.9993, 1.1569, 0.7425)  0.132
H (1.7114, 1.6684, -0.7894)  0.132
H (-1.5527, 2.5768, -2.3973)  0.088
H (-0.9921, 0.9096, -2.4963)  0.087
H (0.1458, 2.2381, -2.7266)  0.092
H (0.5205, 3.8749, -0.7871)  0.086
H (0.0077, 3.4377, 0.8415)  0.085
H (-1.1872, 3.9423, -0.3554)  0.086
H (-1.4953, 1.5417, 1.1726)  0.127
H (-2.5536, 1.7291, -0.2340)  0.131
H (-0.4326, -3.0929, -0.9382)  0.111
H (-3.5693, 0.7990, 1.7563)  0.105
H (-5.9466, 1.1217, 2.3269)  0.120
H (-7.0195, -2.1574, -0.1802)  0.120
H (-4.6173, -2.4690, -0.7838)  0.109


Question: E_tot of number 5 (C20H22N2O5)?
Answer: -1261.0609 a.u.